# C39H53CsN4SeSi

C39H53CsN4SeSi as an isolated structure at a distorted geometry (wB97M-V/def2-TZVPD, OMol25).

XYZ file:
```
99
Properties=species:S:1:pos:R:3:lowdin_charge:R:1
Cs 12.38 14.05 12.60 0.9335
C 6.62 16.07 9.11 -0.1001
C 6.50 15.45 10.54 -0.1905
C 7.70 14.55 10.90 -0.1643
C 7.75 13.22 10.97 -0.1574
C 6.62 12.20 10.79 -0.1856
C 5.89 12.16 9.43 -0.0946
C 9.16 12.83 11.16 -0.2217
N 9.94 13.99 11.29 -0.0493
C 9.09 15.06 11.04 -0.2239
C 9.62 16.40 10.99 0.0449
C 11.00 16.71 10.89 -0.2950
C 11.49 18.04 11.30 -0.1304
C 10.58 19.00 11.95 -0.1813
C 9.99 20.13 10.92 -0.0788
C 12.84 18.05 10.80 -0.1528
C 13.08 16.76 10.23 -0.2992
C 14.28 16.33 9.61 0.0121
C 14.74 15.06 9.61 -0.3136
N 14.05 13.99 9.97 0.0497
C 14.74 12.83 9.82 -0.2493
C 14.37 11.50 10.01 0.0315
C 13.02 10.98 10.29 -0.2169
N 12.05 11.81 10.76 0.0078
C 10.93 11.01 10.88 -0.2570
C 9.60 11.47 11.07 0.0474
C 11.24 9.60 10.62 -0.1556
C 12.57 9.58 10.33 -0.1561
C 13.56 8.44 10.20 -0.2220
C 14.06 8.07 11.57 -0.0987
C 10.33 8.43 10.74 -0.2007
C 9.36 8.23 9.59 -0.0957
C 15.99 13.22 9.12 -0.1190
C 15.99 14.62 9.02 -0.1371
C 16.99 15.45 8.33 -0.2452
C 17.13 15.30 6.86 -0.1048
C 17.07 12.24 8.78 -0.2294
C 16.81 11.15 7.77 -0.1248
N 11.99 15.93 10.26 0.0558
C 13.82 19.12 10.98 -0.2206
C 13.72 20.26 9.99 -0.1104
H 5.61 16.45 8.87 0.0569
H 7.27 17.03 9.13 0.0886
H 7.04 15.35 8.44 0.0569
H 6.45 16.18 11.34 0.0971
H 5.64 14.79 10.59 0.0789
H 6.92 11.21 11.06 0.0711
H 5.85 12.56 11.53 0.1142
H 5.85 13.07 8.88 0.0384
H 6.56 11.55 8.79 0.0768
H 4.95 11.66 9.50 0.0529
H 9.04 17.29 11.21 0.0823
H 9.72 18.51 12.44 0.0868
H 11.02 19.62 12.72 0.0893
H 9.99 19.74 9.85 0.0831
H 9.00 20.45 11.28 0.0515
H 10.67 20.98 10.90 0.0313
H 14.75 17.08 8.94 0.1135
H 15.16 10.77 9.87 0.0733
H 8.88 10.69 11.35 0.0933
H 13.05 7.57 9.78 0.1030
H 14.36 8.89 9.62 0.0833
H 13.16 7.74 12.05 0.0675
H 14.90 7.39 11.52 0.0648
H 14.40 9.03 12.01 0.0918
H 11.02 7.58 10.73 0.0902
H 9.91 8.41 11.75 0.1154
H 8.79 9.14 9.37 0.0619
H 9.81 8.10 8.61 0.0681
H 8.72 7.40 9.73 0.0473
H 16.70 16.47 8.58 0.0941
H 17.89 15.17 8.93 0.1218
H 16.61 16.09 6.35 0.0545
H 18.19 15.56 6.65 0.0738
H 16.83 14.32 6.44 0.0855
H 17.99 12.69 8.44 0.0859
H 17.35 11.69 9.72 0.1192
H 15.81 11.14 7.33 0.0785
H 17.62 11.19 7.07 0.0405
H 17.01 10.15 8.27 0.0805
H 13.69 19.62 11.99 0.1235
H 14.81 18.65 10.92 0.1009
H 13.03 20.15 9.26 0.0269
H 13.43 21.16 10.54 0.0622
H 14.72 20.44 9.49 0.0818
C 12.33 10.95 18.45 -0.2823
Si 11.94 12.80 18.54 -0.1005
C 10.18 12.92 19.20 -0.2798
C 12.87 13.84 19.81 -0.2643
Se 12.00 13.57 16.42 -0.0707
H 12.05 10.42 19.49 0.0553
H 13.42 10.86 18.39 -0.0042
H 11.82 10.63 17.53 0.0009
H 10.21 12.47 20.25 0.0302
H 9.54 12.46 18.46 0.0070
H 9.98 13.95 19.44 0.0004
H 12.43 14.89 19.79 0.0420
H 13.94 13.78 19.50 0.0244
H 12.73 13.45 20.78 -0.0183
```

Computed properties:
gap between HOMO and LUMO (spin up / spin down): 0.190 / 0.190 Eh
charge: -2
LUMO (spin up / spin down): 3.996 / 3.998 eV
largest force on an atom: 0.075 Eh/bohr